C44H51FN4OS2Sn | ωB97M-V/def2-TZVPD

Last column: Löwdin charge in e.
Cartesian coordinates (Å):
Sn1 -0.1932 -0.2853 -0.5780  1.296
C1 5.1547 -1.1848 2.7975  -0.072
C2 4.9917 -2.0278 1.5053  -0.153
C3 4.0477 -1.2885 0.5726  -0.118
C4 4.2800 -0.4986 -0.4826  -0.111
C5 5.6157 -0.3229 -1.1344  -0.187
C6 6.4412 0.8900 -0.6398  -0.077
C7 2.9978 0.1626 -0.8300  -0.231
N1 2.0318 -0.2167 0.0524  0.045
C8 2.6155 -1.1467 0.8629  -0.221
C9 1.9645 -1.8808 1.8135  0.039
C10 0.6004 -1.8073 2.1274  -0.221
C11 -0.0260 -2.5658 3.2328  -0.091
C12 0.6833 -3.3660 4.3064  -0.164
C13 1.4034 -2.4673 5.3869  -0.057
C14 -1.3491 -2.1645 3.2314  -0.139
C15 -1.5143 -1.1741 2.2048  -0.244
C16 -2.6321 -0.4715 1.9412  0.041
C17 -2.8047 0.5849 1.0313  -0.211
N2 -1.8066 1.0067 0.1888  0.031
C18 -2.3690 1.9652 -0.5793  -0.265
C19 -1.7579 2.5949 -1.6463  0.018
C20 -0.4170 2.5235 -1.9640  -0.254
N3 0.4676 1.6211 -1.3967  0.004
C21 1.6335 1.7662 -2.0746  -0.223
C22 2.7968 1.0440 -1.8180  0.031
C23 1.5216 2.7233 -3.1536  -0.097
C24 0.2490 3.2311 -3.0425  -0.121
C25 -0.3451 4.3363 -3.8305  -0.184
C26 -0.0143 5.7757 -3.3230  -0.065
C27 2.5913 3.0674 -4.1735  -0.183
C28 3.6908 4.0105 -3.6730  -0.088
C29 -3.7488 2.1714 -0.2354  -0.114
C30 -4.0052 1.3093 0.8045  -0.125
C31 -5.2904 1.1499 1.5723  -0.185
C32 -5.4095 2.0279 2.8143  -0.082
C33 -4.7652 2.9528 -1.0014  -0.154
C34 -5.4256 1.9406 -1.9824  -0.070
N4 -0.3058 -0.9902 1.5409  0.035
C35 -2.4815 -2.6649 4.0380  -0.177
C36 -2.8699 -1.6604 5.1828  -0.068
H1 5.7846 -1.7387 3.4727  0.066
H2 4.1955 -0.9786 3.2848  0.067
H3 5.6297 -0.2440 2.6183  0.059
H4 4.5495 -2.9996 1.6992  0.104
H5 5.9828 -2.0998 1.0208  0.110
H6 5.4814 -0.2798 -2.2121  0.105
H7 6.1914 -1.2514 -0.9706  0.110
H8 5.9835 1.8599 -0.7833  0.059
H9 7.3950 0.9316 -1.1836  0.071
H10 6.6386 0.7888 0.4597  0.079
H11 2.5087 -2.5994 2.3786  0.101
H12 1.4211 -4.0797 3.9010  0.108
H13 -0.0887 -4.0299 4.7060  0.098
H14 2.2035 -1.8973 4.9480  0.051
H15 1.8043 -3.0777 6.1816  0.066
H16 0.7291 -1.7069 5.7306  0.060
H17 -3.4740 -0.7523 2.5558  0.111
H18 -2.3141 3.1855 -2.3595  0.117
H19 3.6447 1.2644 -2.4531  0.116
H20 -1.4367 4.2400 -3.8532  0.104
H21 0.0233 4.2179 -4.8420  0.103
H22 -0.4694 5.9321 -2.3414  0.073
H23 -0.4924 6.4858 -4.0008  0.067
H24 1.0996 5.9185 -3.2970  0.075
H25 2.0722 3.5556 -4.9887  0.095
H26 3.0191 2.1616 -4.6324  0.118
H27 3.3116 5.0457 -3.5385  0.071
H28 4.5449 4.0744 -4.4023  0.089
H29 4.0945 3.6793 -2.7461  0.046
H30 -5.4673 0.0791 1.7737  0.115
H31 -6.1109 1.4173 0.8852  0.108
H32 -4.5936 1.8552 3.4984  0.063
H33 -6.2756 1.8105 3.4342  0.071
H34 -5.3875 3.0755 2.5557  0.072
H35 -4.3401 3.8023 -1.4804  0.093
H36 -5.5021 3.3346 -0.3177  0.099
H37 -4.7507 1.5909 -2.7440  0.050
H38 -6.3142 2.2792 -2.4734  0.063
H39 -5.6846 1.0383 -1.4230  0.064
H40 -2.3138 -3.6332 4.4715  0.098
H41 -3.4033 -2.8064 3.4187  0.119
H42 -2.0660 -1.6497 5.9315  0.073
H43 -3.7851 -2.0210 5.6520  0.069
H44 -3.0734 -0.6504 4.8593  0.057
F1 1.5606 -5.8168 -2.8381  0.047
C37 1.1651 -4.6201 -2.3417  -0.265
C38 1.5184 -3.4642 -3.0192  0.001
C39 1.1224 -2.2433 -2.5284  -0.138
C40 0.4467 -2.1646 -1.3492  -0.316
C41 0.0938 -3.3359 -0.6996  -0.127
C42 0.4330 -4.5728 -1.1685  -0.007
H45 2.0330 -3.4549 -3.9682  0.119
H46 1.2950 -1.3215 -3.0424  0.091
H47 -0.4913 -3.2154 0.2152  0.096
H48 -0.0263 -5.4358 -0.6225  0.137
C43 -3.5238 -2.7133 -0.5142  -0.100
O1 -2.7125 -1.6522 -1.0046  -0.317
C44 -2.9811 -1.1591 -2.2306  -1.308
S1 -4.3520 -1.4470 -3.0832  0.631
S2 -1.6475 -0.2824 -2.8330  0.706
H49 -3.1862 -2.8877 0.5382  0.093
H50 -3.4019 -3.6028 -1.1161  0.092
H51 -4.5574 -2.4093 -0.4366  0.068

Its energy above the lowest of the compared OMol25 structures with the same formula, charge and spin is 1.0150 eV. The calculation puts the total energy at -84683.896 eV. The calculation puts the HOMO-LUMO gap at 5.77 eV. The value obtained for the LUMO energy is -0.045 Eh.

---

C3H10N3O | ωB97M-V/def2-TZVPD

Last column: Löwdin charge in e.
Cartesian coordinates (Å):
C1 -0.3453 -0.6309 -0.2535  -0.181
C2 0.7672 0.3201 -0.4165  -0.482
C3 -3.0111 0.5079 0.1532  0.154
N1 0.0437 -1.5896 0.6956  0.063
N2 0.8273 1.6804 -0.5956  0.148
N3 2.1155 -0.3340 0.0655  0.165
O1 0.3999 -0.6071 -1.4438  0.074
H1 -2.7498 0.8099 1.1762  0.012
H2 -3.5954 -0.3939 0.0354  0.008
H3 -2.8892 1.2006 -0.6078  -0.026
H4 2.8244 0.2550 0.6538  0.195
H5 -0.1962 -1.3791 1.6892  0.152
H6 0.1746 2.3322 -0.2854  0.078
H7 1.5969 2.1409 -1.1870  0.160
H8 -0.1956 -2.5804 0.5634  0.141
H9 2.6475 -0.4710 -0.8340  0.165
H10 1.5860 -1.2609 0.5913  0.173

Its energy above the lowest of the compared OMol25 structures with the same formula, charge and spin is 7.5226 eV. The calculation puts the total energy at -9778.777 eV. The calculation puts the HOMO-LUMO gap (alpha / beta) at 7.55 / 9.91 eV. The value obtained for the LUMO energy (alpha / beta) is -0.178 / -0.122 Eh. As for the total charge: +1.

---

C6H8O2 | ωB97M-V/def2-TZVPD

Last column: Mulliken spin population.
Cartesian coordinates (Å):
C1 0.1390 0.6975 -1.4151  0.431
C2 0.8264 0.9974 -2.4474  0.717
C3 0.5783 0.7663 0.0402  0.019
C4 0.1577 -0.3940 0.9325  0.041
C5 -1.3137 -0.7073 1.1474  -0.005
C6 1.0851 -1.2038 1.4514  0.010
O1 -1.2646 0.5130 -1.5415  0.228
O2 1.5589 1.2432 -3.3359  0.494
H1 1.6979 0.7821 0.2554  0.010
H2 0.2276 1.9136 0.3767  0.057
H3 -1.8106 -1.3421 0.4228  0.001
H4 -1.7996 0.3404 1.1124  0.001
H5 -1.4311 -1.2230 2.1726  0.001
H6 2.1712 -1.0454 1.4330  0.000
H7 -1.5343 0.8974 -2.4099  -0.006
H8 0.7117 -2.2355 1.8054  0.001

Its energy above the lowest of the compared OMol25 structures with the same formula, charge and spin is 0.0000 eV. The expectation value of S² is 2.010. The calculation puts the total energy at -10441.362 eV. The calculation puts the HOMO-LUMO gap (alpha / beta) at 7.09 / 8.05 eV. The value obtained for the LUMO energy (alpha / beta) is 0.024 / -0.057 Eh. Its multiplicity is 3.

---

C4H7NO | ωB97M-V/def2-TZVPD

Last column: Löwdin charge in e.
Cartesian coordinates (Å):
C1 0.8516 -1.1682 0.6437  -0.054
N1 0.5032 0.0219 -0.1202  -0.367
C2 -0.2239 -0.2246 -1.2416  -0.079
C3 -1.8245 0.7454 -0.1044  -0.074
O1 -2.6869 1.4350 -0.4465  0.056
C4 0.2536 1.1306 0.6199  -0.068
H1 1.6098 -0.9070 1.3828  0.089
H2 -0.0439 -1.5648 1.1364  0.102
H3 1.2668 -1.9113 -0.0386  0.088
H4 -0.2752 0.5255 -2.0254  0.081
H5 -0.2335 -1.2623 -1.5643  0.074
H6 0.5641 1.0807 1.6600  0.073
H7 0.2866 2.1094 0.1501  0.080

Its energy above the lowest of the compared OMol25 structures with the same formula, charge and spin is 3.9034 eV. The calculation puts the total energy at -7795.741 eV. The calculation puts the HOMO-LUMO gap at 8.50 eV. The value obtained for the LUMO energy is 0.032 Eh.

---

C15H54O12 | ωB97M-V/def2-TZVPD

Last column: Löwdin charge in e.
Cartesian coordinates (Å):
C1 0.2574 -1.9500 -5.4711  -0.039
C2 1.2127 -2.1465 -4.2407  -0.488
C3 2.4624 -2.9528 -4.6681  -0.047
O1 1.7113 -0.9667 -3.7150  -0.068
H1 -0.3299 -2.8674 -5.5107  0.072
H2 0.7617 -1.9208 -6.4370  0.071
H3 -0.3793 -1.0670 -5.4151  0.066
H4 0.6823 -2.5762 -3.3909  0.113
H5 3.0532 -3.3357 -3.8359  0.055
H6 3.1699 -2.4026 -5.2884  0.083
H7 2.1143 -3.8296 -5.2140  0.073
H8 0.9388 -0.5285 -3.3504  0.018
C4 0.7416 -0.8588 0.1950  -0.039
C5 -0.2403 0.2498 0.5162  -0.422
C6 0.1989 1.6804 0.0881  -0.029
O2 -1.5605 0.0174 -0.0538  -0.102
H9 0.2955 -1.8427 0.3406  0.066
H10 1.5829 -0.8585 0.8880  0.076
H11 1.1198 -0.7702 -0.8234  0.079
H12 -0.3635 0.2349 1.5991  0.120
H13 -0.5490 2.4241 0.3630  0.072
H14 0.4309 1.7838 -0.9719  0.076
H15 1.1049 1.9405 0.6355  0.079
H16 -1.9776 -0.6437 0.5034  0.026
C7 -0.2810 2.3808 4.6933  -0.075
C8 -0.9947 3.6377 5.2085  -0.417
C9 -2.5471 3.3950 5.4887  -0.043
O3 -0.4010 3.9139 6.5268  -0.079
H17 0.7740 2.5686 4.4934  0.072
H18 -0.6867 1.9425 3.7814  0.064
H19 -0.3266 1.5901 5.4422  0.077
H20 -0.8682 4.4567 4.5005  0.124
H21 -2.6769 2.7997 6.3925  0.076
H22 -3.0700 3.0184 4.6096  0.069
H23 -3.0604 4.3505 5.5967  0.064
H24 0.5374 4.0351 6.3647  0.072
C10 -3.3766 5.5162 -1.5627  -0.061
C11 -3.4318 4.3559 -2.5271  -0.466
C12 -2.1706 3.5208 -2.3504  -0.064
O4 -4.4673 3.3947 -2.2342  -0.064
H25 -4.2238 6.1664 -1.7808  0.077
H26 -2.4888 6.0968 -1.8132  0.084
H27 -3.3414 5.2068 -0.5181  0.090
H28 -3.4467 4.7520 -3.5425  0.136
H29 -2.1043 3.3099 -1.2830  0.069
H30 -1.2951 4.0336 -2.7485  0.090
H31 -2.2328 2.5625 -2.8661  0.078
H32 -5.3070 3.8600 -2.2430  0.103
C13 5.1417 -1.7589 1.2115  -0.060
C14 4.2463 -2.2958 0.1580  -0.495
C15 4.9957 -3.0975 -0.9165  -0.031
O5 3.3820 -3.1985 0.8222  -0.084
H33 5.8090 -2.5355 1.5853  0.089
H34 4.6104 -1.1788 1.9659  0.083
H35 5.8443 -1.0420 0.7868  0.083
H36 3.5963 -1.5190 -0.2448  0.128
H37 4.3456 -3.5684 -1.6539  0.070
H38 5.6738 -3.7983 -0.4296  0.082
H39 5.7186 -2.4441 -1.4049  0.080
H40 2.7355 -3.4582 0.1616  0.046
O6 -2.5616 -1.7699 1.7538  -0.026
H41 -1.9623 -1.9842 2.4687  0.005
H42 -3.3624 -1.4800 2.1908  0.078
O7 -1.7506 -3.2207 -0.8143  -0.038
H43 -1.9631 -2.7634 -0.0007  -0.006
H44 -1.8954 -4.1456 -0.6146  0.042
O8 -4.0903 1.2955 -0.6473  -0.064
H45 -3.2433 0.8609 -0.5476  -0.019
H46 -3.9378 1.9690 -1.3102  -0.035
O9 1.7149 -2.7883 3.0789  -0.046
H47 2.2226 -2.8058 2.2676  -0.008
H48 2.3613 -2.9339 3.7697  0.050
O10 -0.6671 0.0737 -2.8464  -0.025
H49 -1.4558 -0.4019 -3.1069  0.069
H50 -0.7799 0.2302 -1.9088  0.003
O11 -0.8738 -1.9579 3.8802  -0.042
H51 -0.8586 -1.8550 4.8318  0.059
H52 0.0333 -1.8165 3.6091  0.009
O12 1.0587 -4.1147 -0.7620  -0.037
H53 0.5982 -3.6828 -1.4815  0.018
H54 0.3627 -4.4907 -0.2230  0.039

Its energy above the lowest of the compared OMol25 structures with the same formula, charge and spin is 0.0000 eV. The calculation puts the total energy at -41001.361 eV. The calculation puts the HOMO-LUMO gap at 9.69 eV. Its SMILES is CC(C)O.CC(C)O.CC(C)O.CC(C)O.CC(C)O.O.O.O.O.O.O.O. The value obtained for the LUMO energy is 0.008 Eh.

---

C27H20ClIMoN4O5S2Se | ωB97M-V/def2-TZVPD

Last column: Mulliken spin population.
Cartesian coordinates (Å):
Mo1 0.5692 -0.0672 -1.3250  1.866
C1 -1.2650 -1.7116 -3.6473  0.018
C2 -1.7047 -2.0193 -2.2528  0.007
C3 -2.6138 -3.0878 -2.0477  -0.011
C4 -3.0283 -3.3869 -0.7923  0.006
C5 -2.6143 -2.5824 0.2997  -0.002
C6 -3.0858 -2.7942 1.6150  0.023
C7 -2.7017 -1.9449 2.6136  -0.011
C8 -1.8483 -0.8616 2.3373  0.029
C9 -1.3559 -0.6328 1.0741  -0.018
S1 -0.3545 0.7799 0.7459  0.022
C10 -1.7356 -1.5232 0.0342  0.034
N1 -1.2575 -1.3065 -1.2452  0.000
H1 -2.1278 -1.7707 -4.3119  0.001
H2 -0.5226 -2.4412 -3.9707  0.002
H3 -0.8296 -0.7161 -3.7296  -0.007
H4 -2.9270 -3.6687 -2.9033  0.001
H5 -3.6857 -4.2272 -0.6088  0.000
H6 -3.7503 -3.6252 1.8076  0.001
H7 -3.0583 -2.0929 3.6238  -0.001
H8 -1.5702 -0.1833 3.1336  0.001
Cl1 -2.9586 6.3341 -1.8162  0.000
C11 -1.8783 4.9745 -1.9059  0.001
C12 -0.5337 5.1883 -1.9298  -0.002
C13 0.3686 4.0955 -1.9535  -0.011
I1 2.4032 4.4674 -1.9337  0.001
C14 -0.1034 2.8072 -1.9715  -0.008
O1 0.7126 1.7574 -1.9696  0.039
C15 -1.5138 2.5878 -2.0173  0.003
N2 -1.9131 1.2967 -2.1072  0.015
C16 -3.1945 1.0372 -2.0553  0.011
C17 -4.1846 2.0366 -1.9239  0.000
C18 -3.7951 3.3442 -1.8861  0.002
C19 -2.4162 3.6581 -1.9419  -0.008
H9 -0.1466 6.1966 -1.9090  0.000
H10 -3.4915 -0.0045 -2.1310  -0.002
H11 -5.2258 1.7557 -1.8709  0.000
H12 -4.5196 4.1414 -1.8038  0.000
C20 3.1061 2.2303 1.5736  -0.002
N3 3.3819 0.8079 1.6122  -0.008
C21 3.4955 0.0050 0.5418  0.023
Se1 3.2941 0.4539 -1.2602  -0.031
N4 3.7461 -1.2392 0.9661  -0.003
C22 3.7252 -1.2710 2.3455  0.005
C23 3.8600 -2.3116 3.2530  0.000
C24 3.7664 -1.9830 4.5927  0.000
C25 3.5449 -0.6641 5.0123  -0.001
C26 3.4058 0.3717 4.1073  -0.002
C27 3.5014 0.0405 2.7627  -0.005
H13 3.5144 2.6432 0.6519  0.001
H14 3.5790 2.6995 2.4333  0.000
H15 2.0305 2.4049 1.6011  0.000
H16 3.7009 -2.0304 0.3041  -0.001
H17 4.0230 -3.3271 2.9249  0.000
H18 3.8600 -2.7635 5.3343  0.000
H19 3.4727 -0.4536 6.0704  0.000
H20 3.2196 1.3849 4.4335  0.000
O2 1.1537 -1.6790 -0.1886  -0.006
S2 1.5646 -2.6617 -1.3266  -0.003
O3 0.6586 -3.7703 -1.3937  -0.001
O4 1.2966 -1.6890 -2.4969  0.027
O5 2.9571 -3.0085 -1.1784  0.004

Its energy above the lowest of the compared OMol25 structures with the same formula, charge and spin is 0.0000 eV. The expectation value of S² is 2.019. The calculation puts the total energy at -154021.606 eV. The calculation puts the HOMO-LUMO gap (alpha / beta) at 6.41 / 7.37 eV. The value obtained for the LUMO energy (alpha / beta) is -0.039 / -0.023 Eh. Its multiplicity is 3.